(1)
{"formula": "C4H3N3S", "method": "ωB97M-V/def2-TZVPD", "symbols": ["S", "C", "N", "C", "C", "C", "N", "N", "H", "H", "H"], "coordinates": [[2.331, 0.209, -1.824], [0.812, 0.376, -1.376], [-0.114, -0.582, -1.473], [-0.835, -0.927, -0.456], [-0.501, -0.624, 0.922], [0.018, 0.589, 1.252], [0.036, 1.673, 0.356], [0.277, 1.547, -0.868], [-1.597, -1.760, -0.541], [-0.771, -1.339, 1.716], [0.343, 0.839, 2.292]], "forces_ev_per_a": [[1.013, 0.173, -0.204], [0.442, -0.892, 0.512], [-2.405, -0.789, 0.016], [0.326, -2.136, 0.459], [-0.115, 0.891, 0.293], [0.801, -0.211, 0.462], [-0.074, -0.566, -0.391], [-0.312, 2.052, 0.993], [0.770, 1.183, -0.536], [0.128, 0.410, -0.522], [-0.574, -0.116, -1.083]], "mulliken_charge": [-0.3127, 0.2903, -0.3243, -0.0131, -0.1102, -0.1922, -0.0799, -0.2488, 0.3234, 0.3122, 0.3551], "spin_multiplicity": 1, "de_lowest_ev": 2.813, "e_homo_ev": -9.063, "gap_ev": 8.1, "smiles": "S=c1ncccnn1", "lumo_ev": -1.01}



(2)
{"formula": "C30H52CrP2", "method": "ωB97M-V/def2-TZVPD", "symbols": ["Cr", "C", "C", "C", "C", "C", "C", "H", "H", "H", "C", "H", "H", "H", "C", "H", "H", "H", "C", "H", "H", "H", "C", "H", "H", "H", "C", "C", "C", "C", "C", "C", "C", "C", "H", "H", "H", "H", "H", "H", "H", "H", "H", "H", "H", "H", "P", "P", "C", "C", "H", "H", "H", "H", "C", "H", "H", "H", "C", "H", "H", "H", "C", "H", "H", "H", "C", "H", "H", "H", "C", "C", "C", "C", "C", "C", "H", "H", "H", "H", "H", "H", "H", "H", "H"], "coordinates": [[0.278, -0.963, 0.833], [-0.405, -2.786, 1.708], [0.981, -2.915, 1.306], [0.845, -1.198, 2.884], [-0.485, -1.728, 2.682], [1.752, -1.931, 2.033], [-1.552, -3.672, 1.340], [-1.315, -4.310, 0.481], [-2.431, -3.060, 1.083], [-1.846, -4.315, 2.186], [-1.695, -1.317, 3.453], [-2.574, -1.902, 3.159], [-1.914, -0.255, 3.272], [-1.518, -1.439, 4.533], [1.217, -0.167, 3.894], [0.821, -0.443, 4.882], [0.783, 0.812, 3.630], [2.307, -0.070, 3.966], [3.243, -1.841, 2.083], [3.631, -2.410, 2.942], [3.572, -0.801, 2.211], [3.705, -2.246, 1.175], [1.565, -3.954, 0.406], [1.842, -4.866, 0.959], [2.479, -3.576, -0.072], [0.863, -4.254, -0.385], [-1.618, 0.169, -4.039], [-1.628, -1.173, -4.124], [-0.757, -1.976, -5.036], [0.717, -1.514, -5.103], [1.286, -0.932, -3.844], [1.423, 0.399, -3.698], [0.670, 1.414, -4.512], [-0.824, 1.118, -4.887], [-1.154, -1.961, -6.066], [0.799, -0.785, -5.922], [-0.794, -3.028, -4.713], [-0.868, 0.835, -5.952], [-2.412, 0.641, -3.442], [-2.402, -1.745, -3.603], [-1.355, 2.082, -4.825], [0.701, 2.371, -3.968], [2.254, 0.807, -3.120], [1.195, 1.598, -5.462], [1.329, -2.380, -5.393], [1.744, -1.643, -3.155], [-1.363, 0.369, -0.382], [1.802, 0.822, -0.023], [-0.518, 1.504, -1.506], [0.811, 2.043, -0.983], [-1.202, 2.307, -1.799], [-0.330, 0.911, -2.400], [1.450, 2.402, -1.804], [0.620, 2.887, -0.308], [2.561, 1.869, 1.253], [3.278, 1.295, 1.856], [1.781, 2.290, 1.905], [3.089, 2.684, 0.737], [3.198, 0.088, -0.924], [3.609, 0.820, -1.628], [2.871, -0.801, -1.481], [3.986, -0.213, -0.224], [-3.134, 0.267, -0.418], [-3.437, -0.773, -0.267], [-3.530, 0.626, -1.379], [-3.525, 0.868, 0.413], [-0.817, -1.266, -1.046], [0.110, -1.841, -0.719], [-0.587, -1.089, -2.097], [-1.667, -1.948, -0.973], [-2.365, 3.787, 2.442], [-1.349, 2.844, 3.086], [-0.131, 3.663, 3.508], [-1.996, 2.246, 4.339], [-0.996, 1.750, 2.146], [-0.856, 0.908, 1.236], [-2.657, 4.555, 3.170], [-3.254, 3.225, 2.134], [-1.928, 4.270, 1.563], [-0.464, 4.454, 4.192], [0.612, 3.045, 4.024], [0.344, 4.132, 2.640], [-2.891, 1.676, 4.062], [-1.292, 1.581, 4.853], [-2.290, 3.053, 5.025]], "forces_ev_per_a": [[0.960, 3.198, 0.017], [0.774, 0.258, 0.983], [-0.110, 0.247, 1.172], [-0.199, -1.246, -0.301], [0.961, -0.866, 0.029], [-0.859, -0.681, 0.602], [-0.273, 0.055, -0.148], [-0.084, 0.080, 0.177], [0.106, -0.268, 0.012], [0.167, 0.162, -0.330], [-0.157, 0.308, 0.007], [0.185, 0.085, 0.166], [-0.005, -0.366, 0.186], [-0.141, -0.058, -0.279], [-0.047, 0.262, -0.034], [0.158, 0.056, -0.190], [0.148, -0.231, 0.125], [-0.273, 0.047, 0.072], [0.184, 0.139, 0.046], [-0.079, 0.105, -0.245], [0.015, -0.293, -0.060], [-0.050, 0.104, 0.197], [0.148, -0.209, -0.293], [-0.110, 0.254, -0.122], [-0.239, -0.171, 0.028], [0.184, 0.039, 0.142], [-0.999, -0.891, -0.274], [-0.535, 0.836, -0.528], [0.261, -0.647, -0.060], [-0.712, -0.152, -0.353], [0.590, 0.652, -0.265], [0.396, -0.763, -0.554], [-0.029, 0.312, -0.401], [0.247, 0.603, -0.202], [-0.046, -0.044, 0.373], [0.157, -0.142, 0.327], [-0.004, 0.279, -0.114], [-0.049, -0.153, 0.440], [0.412, -0.270, -0.071], [0.254, 0.322, 0.068], [0.248, -0.262, -0.187], [0.061, -0.252, -0.168], [-0.712, -0.198, 0.462], [0.008, 0.047, 0.247], [-0.089, 0.271, 0.064], [0.269, 0.275, -0.144], [1.975, 0.791, 1.586], [-1.428, -1.844, 1.426], [-0.164, 0.135, -0.749], [0.482, 0.421, -0.058], [0.097, 0.086, 0.093], [-0.058, 0.166, 0.129], [-0.438, 0.142, 0.082], [0.175, -0.160, -0.082], [0.274, 0.299, -0.210], [-0.253, 0.198, -0.200], [0.236, -0.198, -0.243], [-0.014, -0.057, 0.342], [0.277, 0.481, -0.684], [0.276, -0.238, 0.091], [0.083, 0.318, 0.175], [-0.271, 0.127, -0.018], [-0.893, 0.213, -0.383], [0.008, 0.148, -0.059], [-0.042, -0.147, 0.303], [0.067, -0.052, -0.332], [-0.440, -0.837, -0.176], [-0.574, 0.205, -0.333], [-0.169, 0.237, 0.165], [0.224, -0.191, -0.142], [-0.132, 0.106, -0.248], [-0.098, -0.149, -0.029], [0.250, 0.051, -0.010], [-0.027, -0.247, 0.162], [0.085, 0.607, 0.675], [-0.536, -1.472, -1.691], [-0.012, -0.097, -0.236], [0.047, 0.179, 0.035], [-0.139, 0.025, 0.079], [0.155, -0.140, -0.143], [-0.095, 0.106, -0.044], [-0.018, -0.001, 0.113], [0.123, 0.074, 0.175], [-0.203, 0.089, -0.013], [0.079, -0.210, -0.171]], "mulliken_charge": [-2.3367, 1.4231, 0.1499, 0.1518, 0.1502, 1.4808, -1.7845, 0.3056, 0.3480, 0.3281, -0.9337, 0.3459, -0.1634, 0.3625, -1.2278, 0.3720, -0.0759, 0.3682, -1.4246, 0.3114, 0.3108, 0.3231, -1.7985, 0.3441, 0.3603, 0.3350, 0.4527, -0.6026, -0.8527, -0.9921, -0.5540, 0.3054, -1.2970, -0.9646, 0.3720, 0.2899, 0.3725, 0.3891, 0.5752, 0.3205, 0.4168, 0.2094, 0.7811, 0.5178, 0.4471, 0.4108, 2.0227, 1.6402, 0.7044, -1.5413, 0.8203, -1.7656, 0.7964, 0.5208, -0.9872, 0.3099, -0.0213, 0.5180, -1.4781, 0.6114, 0.0882, 0.4731, -1.6697, 0.4779, 0.4653, 0.3698, 0.0074, -0.4504, -0.2290, 1.2311, -1.6665, 2.2632, -1.7330, -1.7671, 0.2778, -1.2119, 0.4257, 0.3325, 0.3433, 0.4957, 0.3115, 0.2856, 0.3584, 0.2523, 0.4955], "spin_multiplicity": 4, "charge": 1, "e_homo_ev": [-7.960, -9.341], "gap_ev": [6.1, 6.9], "lumo_ev": [-1.87, -2.40]}



(3)
{"formula": "C24H32HfN6O2", "method": "ωB97M-V/def2-TZVPD", "symbols": ["Hf", "C", "C", "C", "N", "C", "C", "C", "C", "C", "C", "C", "N", "C", "C", "C", "N", "C", "C", "C", "C", "C", "C", "C", "N", "C", "C", "H", "H", "H", "H", "H", "H", "H", "H", "H", "H", "H", "H", "H", "H", "H", "H", "H", "H", "H", "H", "H", "H", "H", "H", "H", "H", "C", "O", "C", "O", "N", "N", "H", "H", "H", "H", "H", "H"], "coordinates": [[-0.432, -0.176, 0.123], [-3.658, -1.701, 0.046], [-4.334, -0.332, -0.055], [-3.361, 0.799, -0.415], [-2.246, 0.802, 0.520], [-2.402, 1.338, 1.752], [-3.438, 2.226, 2.078], [-3.743, 2.899, 3.249], [-3.228, 2.727, 4.522], [-2.206, 1.864, 4.886], [-1.355, 1.149, 4.065], [-1.320, 0.989, 2.673], [-0.267, 0.395, 2.081], [1.032, 0.429, 2.729], [2.116, 0.187, 1.673], [2.171, -1.292, 1.289], [1.015, -1.608, 0.469], [0.610, -2.875, 0.281], [1.080, -3.957, 1.042], [0.855, -5.316, 0.933], [0.280, -6.018, -0.115], [-0.293, -5.474, -1.250], [-0.630, -4.157, -1.502], [-0.402, -2.982, -0.776], [-0.984, -1.801, -1.091], [-2.122, -1.816, -2.002], [-3.375, -2.371, -1.301], [-4.322, -2.359, 0.604], [-2.719, -1.617, 0.625], [-4.780, -0.095, 0.911], [-5.138, -0.376, -0.789], [-3.903, 1.751, -0.436], [-2.963, 0.651, -1.424], [-4.080, 2.509, 1.255], [-4.534, 3.633, 3.161], [-3.695, 3.303, 5.308], [-2.009, 1.768, 5.945], [-0.582, 0.602, 4.586], [1.121, -0.330, 3.519], [1.175, 1.416, 3.190], [3.082, 0.489, 2.078], [1.896, 0.800, 0.781], [2.204, -1.886, 2.211], [3.088, -1.510, 0.723], [1.677, -3.674, 1.900], [1.247, -5.911, 1.747], [0.317, -7.095, -0.056], [-0.582, -6.173, -2.025], [-1.165, -4.030, -2.433], [-1.913, -2.413, -2.900], [-2.292, -0.790, -2.341], [-3.226, -3.440, -1.137], [-4.239, -2.260, -1.957], [-1.812, 2.975, -3.434], [-1.176, 2.792, -2.166], [-0.384, 1.796, -1.913], [0.072, 1.655, -0.769], [-0.075, 0.867, -2.858], [0.839, -0.128, -2.426], [-2.542, 3.764, -3.261], [-2.321, 2.068, -3.767], [-1.102, 3.310, -4.192], [-0.141, 1.085, -3.849], [1.807, 0.152, -2.624], [0.655, -0.993, -2.936]], "forces_ev_per_a": [[0.575, 1.239, -2.105], [-0.224, -0.057, -0.187], [0.315, -0.105, 0.006], [-0.363, -0.017, 0.090], [-0.862, 0.151, 0.583], [-0.116, 0.138, 0.537], [0.186, -0.061, -0.215], [0.101, -0.098, 0.149], [0.034, -0.110, 0.106], [-0.251, 0.279, -0.064], [0.109, -0.135, -0.417], [-0.674, 0.416, 0.546], [-0.024, 0.224, 0.810], [0.325, 0.026, 0.253], [-0.148, -0.506, 0.429], [0.409, -0.052, 0.123], [0.655, -0.721, 0.824], [0.166, -0.919, -0.450], [-0.113, 0.502, -0.025], [-0.126, -0.181, -0.302], [0.117, -0.032, 0.091], [0.076, -0.075, 0.243], [0.026, 0.220, -0.048], [0.146, -0.427, 0.105], [-0.413, -1.137, -0.094], [-0.278, -0.142, -0.089], [0.233, 0.168, 0.113], [0.063, -0.036, 0.146], [-0.532, -0.222, 0.007], [-0.078, 0.077, 0.004], [-0.110, 0.052, -0.027], [0.227, -0.079, -0.106], [-0.082, 0.130, 0.046], [0.003, -0.064, -0.058], [-0.066, -0.036, -0.015], [-0.003, 0.001, 0.093], [0.028, 0.074, 0.055], [0.088, 0.025, 0.040], [0.051, 0.138, -0.064], [-0.039, -0.178, -0.027], [-0.027, 0.116, -0.180], [0.353, 0.136, 0.121], [0.067, 0.165, -0.110], [-0.151, -0.017, 0.109], [0.029, -0.032, -0.050], [0.064, -0.047, 0.006], [0.006, -0.104, 0.004], [-0.048, -0.054, 0.018], [-0.091, 0.039, 0.049], [-0.026, 0.286, 0.068], [0.014, -0.220, -0.107], [-0.035, 0.008, -0.051], [-0.025, -0.051, -0.073], [-0.323, 0.211, -0.621], [0.432, -0.206, 0.442], [0.003, 0.111, -1.236], [0.241, 0.593, 0.339], [0.236, 0.245, -0.196], [0.249, 0.171, -0.414], [0.080, -0.122, -0.084], [0.029, -0.010, 0.149], [0.072, -0.021, 0.132], [-0.083, -0.001, 0.252], [-0.374, 0.066, 0.040], [-0.124, 0.268, 0.281]], "mulliken_charge": [-0.8602, -0.2884, -0.8366, -0.5602, 0.3842, 0.9509, -0.3014, -0.7993, -0.5432, -0.6575, -0.5968, 0.9554, 0.4043, -0.7188, -1.2888, -0.4000, 0.0420, 0.9751, -0.6421, -0.8871, -0.5164, -0.8167, -0.5219, 1.4228, 0.3843, -1.0925, -0.7838, 0.3855, 0.1560, 0.3971, 0.4694, 0.6497, -0.3862, 0.3187, 0.3796, 0.3740, 0.3959, 0.3765, 0.4362, 0.5929, 0.5855, 0.1671, 0.3453, 0.3844, 0.2280, 0.3940, 0.3813, 0.4081, 0.3196, 0.5233, 0.2509, 0.4238, 0.4774, -0.8566, -0.2527, 0.4427, -0.4742, -0.0161, -0.5159, 0.2620, 0.3781, 0.3772, 0.2502, 0.2900, 0.2743], "spin_multiplicity": 1, "charge": 2, "de_lowest_ev": 1.481, "e_homo_ev": -13.232, "gap_ev": 7.4, "lumo_ev": -5.79}



Number 1: molecular weight 125.2 g mol⁻¹. Number 2: molecular weight 526.7 g mol⁻¹. Number 3: molecular weight 615.1 g mol⁻¹.